Below is C49H55BFIrNO2P2STe as an isolated structure in a non-equilibrium geometry, with properties calculated with ωB97M-V with the def2-TZVPD basis set.

```
! RIJCOSX wB97M-V def2-TZVPD def2/J DEFGRID3
* xyz 1 1
Ir 0.2289 -0.5616 0.0172
C -7.9614 -2.8651 1.3702
S -6.3220 -3.4528 1.8412
C -5.3244 -2.3305 0.8271
C -3.9202 -2.8948 0.6727
C -3.0028 -2.0191 -0.1875
N -2.9478 -0.5577 0.1869
P -1.7043 -0.2769 1.3631
C -2.1465 1.2889 2.1813
C -3.4156 1.8526 2.1476
C -3.6992 2.9748 2.9160
C -2.7237 3.5343 3.7296
C -1.4572 2.9647 3.7798
C -1.1721 1.8462 3.0071
C -2.0788 -1.4097 2.7446
C -1.1768 -2.4317 3.0183
C -1.4197 -3.3217 4.0592
C -2.5636 -3.1848 4.8323
C -3.4598 -2.1517 4.5752
C -3.2143 -1.2600 3.5439
P -2.2872 0.2571 -1.2706
C -3.7690 0.0820 -2.3182
C -3.5858 0.1137 -3.6984
C -4.6733 -0.0036 -4.5543
C -5.9499 -0.1578 -4.0337
C -6.1390 -0.1822 -2.6560
C -5.0542 -0.0597 -1.8005
C -2.3676 2.0455 -0.8699
C -3.5349 2.8086 -0.9569
C -3.5063 4.1704 -0.6996
C -2.3096 4.7933 -0.3687
C -1.1399 4.0499 -0.3050
C -1.1672 2.6845 -0.5646
H -8.6887 -3.4809 1.8963
H -8.1076 -2.9779 0.2961
H -8.0969 -1.8229 1.6599
H -5.2917 -1.3560 1.3192
H -5.8147 -2.2323 -0.1442
H -3.9789 -3.8684 0.1797
H -3.4907 -3.0585 1.6580
H -3.3728 -2.0695 -1.2102
H -1.9923 -2.4528 -0.1886
H -4.1755 1.4193 1.5072
H -4.6937 3.4045 2.8932
H -2.9533 4.4062 4.3302
H -0.6961 3.3827 4.4316
H -0.1892 1.3836 3.0481
H -0.2842 -2.5225 2.4089
H -0.7151 -4.1187 4.2671
H -2.7571 -3.8776 5.6427
H -4.3490 -2.0404 5.1840
H -3.9078 -0.4487 3.3572
H -2.5870 0.2346 -4.1052
H -4.5237 0.0192 -5.6260
H -6.7978 -0.2590 -4.6993
H -7.1376 -0.2914 -2.2492
H -5.1979 -0.0727 -0.7265
H -4.4721 2.3382 -1.2230
H -4.4196 4.7489 -0.7700
H -2.2874 5.8617 -0.1835
H -0.1985 4.5433 -0.0793
H -0.2504 2.1040 -0.5620
F 2.9435 6.3205 4.0165
C 2.8317 5.1332 3.4877
C 3.8537 4.2037 3.7329
C 3.7354 2.9656 3.1813
C 2.5939 2.6315 2.3840
C 2.4650 1.3997 1.8163
C 1.5713 3.6115 2.1833
C 1.6919 4.8555 2.7257
H 4.7012 4.4889 4.3418
H 4.5032 2.2171 3.3395
H 1.6012 1.1538 1.2011
H 3.2120 0.6229 1.9649
H 0.6898 3.3389 1.6107
H 0.9396 5.6216 2.5880
C 2.2884 1.9622 -4.0933
C 2.7361 1.8544 -2.6426
C 3.2938 3.1898 -2.1754
O 1.5373 1.6026 -1.8654
B 1.5547 0.3374 -1.3087
O 2.7879 -0.2792 -1.6066
C 3.6572 0.6101 -2.3414
C 4.8453 0.9061 -1.4361
C 4.1487 -0.1302 -3.5739
H 1.6490 2.8402 -4.1937
H 1.6975 1.0907 -4.3755
H 3.1340 2.0634 -4.7750
H 2.5574 3.9665 -2.3875
H 4.2205 3.4360 -2.6981
H 3.4770 3.1861 -1.1003
H 4.5410 1.4357 -0.5305
H 5.6039 1.4964 -1.9544
H 5.2943 -0.0423 -1.1394
H 3.3247 -0.4152 -4.2268
H 4.6675 -1.0360 -3.2565
H 4.8498 0.4856 -4.1432
C 1.6148 -4.4160 0.7984
Te 2.1559 -2.4466 0.1143
C 1.5530 -3.2721 -1.7619
C 1.8623 -4.7408 -1.6645
C 2.0847 -5.5358 -2.7840
C 2.3602 -6.8882 -2.6351
C 2.4303 -7.4464 -1.3645
C 2.2079 -6.6560 -0.2453
C 1.9068 -5.3052 -0.3898
H 0.5642 -4.4628 1.0913
H 2.2209 -4.6862 1.6619
H 2.0813 -2.7694 -2.5688
H 0.4848 -3.1032 -1.8878
H 2.0534 -5.0941 -3.7736
H 2.5253 -7.5044 -3.5102
H 2.6664 -8.4968 -1.2439
H 2.2687 -7.0924 0.7465
*
```

The frontier orbital gap (alpha / beta) comes out at 3.85 / 3.83 eV. As for the molecular weight: 1133.63 g mol⁻¹. For the LUMO energy (alpha / beta), the calculation gives -5.4 / -5.4 eV.